# 1
# C6H8N2

The molecule C6H8N2 (ωB97M-V with the def2-TZVPD basis set, OMol25).

CARTESIAN COORDINATES (ANGSTROEM)
H -2.623 0.453 -0.724
N -1.707 0.008 -1.134
C -0.838 0.109 -0.104
C -1.142 0.848 1.227
C 0.112 1.054 1.844
C 1.163 0.622 1.064
N 0.494 -0.114 -0.057
C 1.356 -0.722 -1.131
C 0.665 -1.701 -2.005
H -1.183 1.868 0.725
H -1.635 0.369 1.900
H 0.106 1.378 2.867
H 2.183 0.554 1.258
H 2.418 -0.822 -0.873
H 1.059 -2.114 -2.976
H -0.429 -1.791 -1.879

The calculation puts the calculated total energy at -342.77238 Eh. As for the HOMO energy: -0.2842 Eh. The value obtained for the HOMO-LUMO gap is 0.3127 hartree. The SMILES is [H]/N=C1\CC=CN1C=C. Its total charge is 0. For the LUMO energy, the calculation gives 0.776 eV.

=====

# 2
# C6H8N2

The molecule C6H8N2 (ωB97M-V with the def2-TZVPD basis set, OMol25).

CARTESIAN COORDINATES (ANGSTROEM)
H -2.383 -0.717 -2.537
N -2.028 -0.529 -1.463
C -0.986 -1.108 -1.167
N -0.617 -1.100 0.041
C -0.406 -0.065 0.964
C -0.097 1.451 0.595
C 1.298 1.380 -0.014
C 1.600 0.012 0.122
C 0.757 -0.985 0.755
H -0.711 -1.975 -1.810
H -1.111 -0.126 1.927
H -0.128 1.756 1.626
H -1.151 1.634 0.247
H 2.151 2.330 -0.307
H 2.646 -0.177 -0.296
H 1.167 -1.782 1.316

The calculation puts the calculated total energy at -342.73028 Eh. As for the HOMO energy: -0.3177 Eh. The value obtained for the HOMO-LUMO gap is 0.3525 hartree. The SMILES is [H]/N=C/N1[C@@H]2CC=C[C@@H]21. Its total charge is 0. For the LUMO energy, the calculation gives 0.946 eV.